An isolated ion of composition C10H7ClNO2 and charge -1 at a distorted geometry, computed with ωB97M-V/def2-TZVPD.

Output
energy above the lowest of the compared OMol25 structures with the same formula, charge and spin	0.997	eV
HOMO-LUMO gap (spin up / spin down)	7.5 / 7.5	eV
largest force on an atom	0.0793	hartree/bohr
highest occupied orbital energy (spin up / spin down)	-4.2 / -4.2	eV
calculated total energy	-28590.568	eV

```
! RIJCOSX wB97M-V def2-TZVPD def2/J DEFGRID3
* xyz -1 1
C -1.11 -1.59 -0.59
C 1.21 1.85 0.97
H 1.86 2.51 1.49
C 3.43 -0.58 0.56
C -3.00 -0.11 -0.60
H -0.75 2.60 1.10
C -0.26 -0.55 -0.21
C -0.08 1.80 0.74
H -4.05 0.07 -0.77
C 2.13 0.03 -0.12
N 1.08 -0.84 -0.09
Cl 2.36 0.81 -1.68
H -3.09 -2.20 -1.11
H -0.69 -2.57 -0.75
H 1.39 -1.74 0.29
C -0.81 0.72 0.08
O 4.43 0.12 0.61
O 3.21 -1.73 0.96
C -2.18 0.90 -0.15
H -2.61 1.88 0.06
C -2.46 -1.38 -0.80
*
```